[1]
Below is 8 unconnected molecules or ions with the total composition C37H96N8O8, with properties calculated with ωB97M-V with the def2-TZVPD basis set.

Each line ends with the Löwdin spin population.
Cartesian coordinates (Å):
1 C -5.44 2.41 3.80  0.000
2 N 2.84 -0.74 -0.14  0.000
3 H 4.91 -1.34 0.07  0.000
4 H -1.65 0.91 0.65  0.000
5 H 8.34 -0.55 -0.14  0.000
6 C 1.31 1.78 -3.65  0.041
7 C -1.89 1.57 6.86  0.000
8 H -0.73 3.89 -5.80  0.000
9 C 5.99 -2.36 -2.09  0.000
10 H -2.93 1.30 6.67  0.000
11 O -1.79 -4.16 -0.08  0.000
12 H -3.39 3.25 1.10  0.000
13 C 2.38 1.68 2.47  0.000
14 C -4.82 2.28 2.39  0.000
15 H -5.97 3.35 3.91  0.000
16 H 3.05 -2.92 1.42  0.000
17 O -0.13 -0.46 0.24  0.003
18 C -2.70 -1.67 -2.73  0.001
19 H 2.66 0.98 4.80  0.000
20 H -4.43 -1.80 -6.21  0.000
21 H -0.74 -1.05 -2.87  0.000
22 H 2.28 0.09 -0.26  0.000
23 H 0.64 3.00 0.97  0.000
24 C -3.66 3.26 2.15  0.000
25 H 4.53 -3.36 -4.10  0.000
26 C -3.35 5.68 2.02  0.000
27 O 1.95 3.06 2.61  0.000
28 C -0.36 3.25 -2.37  0.058
29 H 3.56 1.99 -3.90  0.003
30 H 0.45 4.39 2.10  0.000
31 H 1.50 2.52 -5.67  0.000
32 C -3.31 -0.36 -2.56  0.001
33 C -1.52 0.35 4.62  0.000
34 H -3.68 5.89 1.00  0.000
35 H 6.52 -2.33 -3.04  0.000
36 H 6.13 -0.39 0.62  0.000
37 H -1.17 -6.41 -2.67  0.000
38 C 1.58 0.23 -3.81  0.017
39 H 0.03 5.25 -1.38  0.005
40 H 2.72 1.51 1.45  0.000
41 H 2.97 -3.23 -3.52  0.000
42 C -2.89 -3.71 0.70  0.000
43 C -0.82 -5.81 -1.83  0.000
44 H 3.06 2.49 -2.42  0.001
45 H 1.82 -3.88 0.37  0.000
46 H -3.17 -4.57 1.32  0.000
47 C 0.66 3.33 2.01  0.001
48 H -4.65 2.18 4.51  0.000
49 H -2.69 -2.03 5.33  0.000
50 O -4.25 -2.61 -4.33  0.000
51 C -1.61 3.27 -1.36  0.015
52 H -1.27 -1.27 -1.39  0.000
53 O 0.94 1.62 -1.31  0.139
54 H -6.30 1.75 3.87  0.000
55 H 0.68 -0.34 -4.03  0.000
56 H -4.12 -3.50 -6.16  0.000
57 C 4.47 0.21 3.16  0.000
58 H -2.72 -4.64 -1.75  0.000
59 H -2.49 2.76 -1.73  0.001
60 H 0.13 -4.04 -1.63  0.000
61 H -1.88 4.31 -1.18  0.000
62 O 4.58 -2.21 -2.37  0.000
63 C 0.08 -6.64 -0.85  0.000
64 H 0.82 -1.24 1.87  0.000
65 H -0.53 -7.37 -0.32  0.000
66 H -1.29 1.23 4.01  0.000
67 H -3.58 6.55 2.62  0.000
68 H 1.61 0.92 2.59  0.000
69 N 5.91 -1.26 0.15  0.000
70 H -2.68 -5.94 -0.55  0.000
71 H -1.69 2.60 6.55  0.000
72 H -2.60 -1.62 -4.83  0.000
73 H 0.18 2.12 5.76  0.000
74 C 3.65 1.53 3.29  0.000
75 H 5.05 0.05 4.08  0.000
76 H -5.13 0.31 2.77  0.000
77 H 1.26 4.10 -1.19  0.002
78 C -2.86 -2.38 -4.09  0.000
79 H 0.55 1.09 7.04  0.000
80 H -3.75 -3.39 0.12  0.000
81 H 0.54 4.44 -4.83  0.000
82 H 0.33 1.01 -0.89  0.014
83 C -1.08 0.60 6.03  0.000
84 H -5.53 2.66 1.66  0.000
85 H -4.26 -0.37 -3.08  0.000
86 H -5.74 -2.87 -5.54  0.000
87 H 0.56 -5.99 -0.13  0.000
88 H -0.83 0.26 2.05  0.000
89 H 3.23 -0.77 -1.07  0.000
90 H -0.70 -4.25 -2.94  0.000
91 C 2.70 2.50 -3.45  0.040
92 N -1.28 -1.70 -2.30  0.003
93 H 3.35 -3.23 -0.30  0.000
94 H 8.55 -1.97 -0.95  0.000
95 H -3.46 0.00 -1.54  0.000
96 H -3.70 0.79 2.90  0.000
97 C -4.66 -2.71 -5.65  0.000
98 H -2.83 3.00 2.80  0.000
99 O -4.07 4.56 2.55  0.000
100 C 7.99 -1.04 -1.05  0.000
101 H 1.13 4.95 -2.73  0.002
102 N 0.00 -4.71 -2.38  0.000
103 H -2.74 0.37 -3.13  0.001
104 H -3.63 -0.80 6.07  0.000
105 H 1.57 -2.14 -1.05  0.000
106 O -2.75 -0.10 4.30  0.000
107 H 3.87 -0.70 3.10  0.000
108 H -4.28 -1.49 4.69  0.000
109 C -3.32 -1.17 5.09  0.000
110 H 4.41 2.28 3.09  0.000
111 H 0.79 -7.22 -1.44  0.000
112 C 0.66 2.33 -5.00  0.000
113 H 2.14 0.09 -4.73  0.001
114 C -1.19 0.00 1.05  0.000
115 H 0.06 -2.40 0.91  0.000
116 C 2.57 -3.11 0.46  0.000
117 C 0.63 -1.47 0.82  0.000
118 H 4.13 -4.27 -2.64  0.000
119 N 0.28 1.17 6.07  0.000
120 C 0.56 4.47 -1.94  0.054
121 C -1.05 3.61 -3.69  0.001
122 C -0.15 3.60 -4.93  0.000
123 H -2.35 -3.33 -4.21  0.000
124 H -3.24 -2.32 -2.04  0.000
125 H -1.67 1.54 7.92  0.000
126 H 2.63 2.52 4.57  0.000
127 H -2.26 5.61 2.00  0.000
128 H -0.99 -0.38 6.51  0.000
129 H -1.47 4.61 -3.56  0.000
130 C 3.99 -3.32 -3.15  0.000
131 H 5.11 0.37 2.29  0.000
132 H -0.79 -0.32 4.16  0.000
133 H 1.97 -0.26 -2.92  0.000
134 N 3.29 1.75 4.61  0.000
135 N 0.36 1.97 -2.49  0.594
136 H -1.90 -0.82 1.15  0.000
137 C 1.88 -1.82 -0.05  0.000
138 C 6.49 -1.20 -1.18  0.000
139 H -1.38 2.86 -0.38  0.000
140 H 2.68 3.52 -3.84  0.002
141 H 0.00 1.53 -5.33  0.000
142 H -2.56 -2.80 1.19  0.000
143 H 8.41 -0.59 -1.95  0.000
144 H 6.09 -0.30 -1.64  0.000
145 H -0.15 2.95 2.62  0.000
146 H 6.31 -3.26 -1.56  0.000
147 H -1.86 2.91 -3.90  0.001
148 N -4.46 0.85 2.24  0.000
149 C -2.08 -5.18 -1.05  0.000

Calculated values
* E_HOMO (spin up / spin down): -10.50 / -10.50 eV
* <S²>: 0.75
* spin multiplicity: 2
* total charge: +1
* LUMO level (spin up / spin down): -1.9 / -6.8 eV

=====

[2]
Below is 12 unconnected molecules or ions with the total composition C38H100N3O11, with properties calculated with ωB97M-V with the def2-TZVPD basis set.

Each line ends with the Löwdin charge.
Cartesian coordinates (Å):
1 H -3.26 0.81 3.00  0.052
2 H -12.55 -0.55 10.05  0.084
3 C -10.79 0.50 4.37  -0.504
4 C -13.25 0.89 8.60  -0.505
5 H -7.17 6.13 -1.07  0.086
6 C 1.62 -0.75 -1.32  -0.492
7 H -15.25 0.94 9.44  0.083
8 H -12.51 1.64 3.70  0.083
9 H 3.68 -0.10 5.98  0.140
10 H 8.88 -2.56 -10.39  0.089
11 H 1.66 0.82 -2.81  0.076
12 H -10.63 -0.04 6.23  0.082
13 N -4.86 1.30 0.02  0.253
14 H -1.74 0.17 1.20  0.064
15 H -9.98 2.17 5.50  0.089
16 H 9.12 -2.16 5.26  0.082
17 H 4.78 1.50 -5.95  0.076
18 O 9.84 -1.02 2.95  -0.064
19 C -6.46 5.59 -0.45  -0.057
20 H 6.92 4.19 -8.46  0.078
21 H 11.42 -3.83 3.91  0.080
22 H -8.81 1.39 4.45  0.070
23 H 11.12 -3.49 -10.26  0.082
24 H -13.82 -1.17 8.97  0.084
25 H 7.50 -0.81 1.22  0.078
26 C 8.91 -2.74 4.36  -0.061
27 H -12.45 1.36 5.46  0.072
28 H 9.65 -2.95 2.35  0.131
29 O 8.91 -2.17 -9.51  -0.066
30 C 7.27 2.06 -8.61  -0.502
31 H 1.17 -0.23 5.99  0.082
32 C 7.73 -1.34 0.30  -0.069
33 C -5.75 0.41 0.53  -0.271
34 H 3.68 -1.23 -5.08  0.120
35 H 4.58 -2.04 -7.25  0.081
36 C 3.13 -0.42 5.09  -0.490
37 H -10.61 0.02 3.40  0.121
38 H 8.24 -1.43 -2.43  0.084
39 H -12.90 0.05 4.38  0.085
40 H 8.93 -3.80 4.60  0.080
41 H 6.56 -1.16 -2.96  0.054
42 H 5.32 -1.90 -0.41  0.081
43 H -11.75 1.69 9.56  0.086
44 H -2.34 -1.43 3.16  0.071
45 H 4.11 1.12 -4.38  0.072
46 H 2.86 -0.70 0.19  0.076
47 H -6.88 -0.28 -1.87  0.131
48 H -10.05 2.45 3.75  0.072
49 H -0.62 -1.52 3.60  0.066
50 O 7.56 1.92 -7.22  -0.067
51 C 4.06 0.86 -5.44  -0.054
52 H -8.12 -0.76 1.83  0.122
53 H 12.04 -2.51 2.89  0.080
54 H 6.32 -0.34 -5.62  0.086
55 H 7.94 0.06 -9.08  0.057
56 H 9.74 -2.56 -7.69  0.139
57 H 1.30 1.38 -1.16  0.072
58 C -1.54 -0.95 3.74  -0.058
59 H 1.91 -1.83 6.17  0.084
60 N -6.61 0.68 1.64  0.099
61 H 2.94 0.93 -1.60  0.084
62 H 1.24 -1.35 4.62  0.055
63 H 7.30 3.64 -10.10  0.081
64 H -5.01 -2.76 0.44  0.105
65 H -8.70 4.10 1.72  0.076
66 C 7.19 -1.54 -2.15  -0.055
67 H 8.58 3.77 -8.87  0.082
68 C -0.96 0.60 1.85  -0.055
69 C 9.09 -4.40 -8.60  -0.064
70 H 9.67 -5.05 -7.95  0.080
71 H 2.40 1.56 4.59  0.079
72 H 9.19 1.27 -9.25  0.086
73 H -13.59 0.90 7.56  0.124
74 H 7.91 1.15 -10.48  0.085
75 O 5.69 -0.88 -5.13  -0.061
76 H -12.16 -0.96 8.38  0.071
77 C 1.89 0.68 -1.75  -0.055
78 H 0.55 -0.98 -1.44  0.132
79 O -12.06 1.68 8.65  -0.065
80 H 2.47 0.44 3.21  0.070
81 O 1.92 -0.89 0.07  -0.072
82 C -5.74 -2.00 0.77  -0.034
83 C -1.36 0.50 3.31  -0.483
84 H -14.53 2.54 9.17  0.081
85 H -5.42 -1.64 1.78  0.093
86 H 11.77 -3.70 -8.62  0.080
87 C -8.25 -0.03 -0.20  -0.131
88 C 7.53 3.50 -9.04  -0.065
89 H 8.07 -4.33 -8.20  0.078
90 H 11.56 -2.08 -9.31  0.079
91 H 3.44 -1.73 3.68  0.082
92 C 1.78 -0.99 5.49  -0.060
93 H 6.22 1.82 -8.75  0.130
94 H 2.25 -2.77 -1.78  0.083
95 H 8.49 2.13 -7.09  0.085
96 H 3.06 1.10 -5.81  0.079
97 H 9.02 -4.85 -9.59  0.081
98 H -9.06 4.86 0.16  0.087
99 H -7.39 -1.84 -1.23  0.137
100 H -5.28 2.10 -0.44  0.131
101 C -9.86 1.70 4.52  -0.064
102 C 2.45 -1.74 -2.11  -0.053
103 O -2.58 1.21 3.54  -0.052
104 H -8.03 3.42 0.24  0.056
105 C 8.12 1.08 -9.41  -0.061
106 C -12.93 -0.53 9.02  -0.059
107 H -8.77 0.89 1.78  0.115
108 H 3.51 -1.56 -1.96  0.066
109 H -0.59 0.97 3.93  0.138
110 H -0.85 1.65 1.56  0.086
111 H 6.96 -2.61 -2.06  0.085
112 C 11.33 -2.76 3.68  -0.065
113 H 7.52 -2.40 0.47  0.082
114 O 3.91 -1.44 4.47  -0.050
115 N -5.82 -0.84 -0.15  -0.095
116 H -5.86 3.73 1.24  0.041
117 C 2.98 0.75 4.13  -0.058
118 C -8.02 0.22 1.32  -0.149
119 C 9.71 -3.01 -8.68  -0.495
120 C 4.34 -0.99 -7.12  -0.052
121 C 4.39 -0.61 -5.64  -0.489
122 H 7.07 0.26 -0.98  0.140
123 H 3.34 -0.80 -7.54  0.080
124 H 7.90 -2.47 4.04  0.076
125 H -3.86 1.12 0.05  0.132
126 H 2.23 -1.68 -3.18  0.072
127 H 5.07 -0.41 -7.69  0.072
128 H -5.57 6.21 -0.33  0.086
129 H -0.02 0.08 1.66  0.069
130 H 8.79 -1.22 0.09  0.084
131 H 3.96 1.14 3.84  0.082
132 H 10.06 -0.52 3.74  0.086
133 C -8.28 4.36 0.74  -0.058
134 C -12.24 0.92 4.48  -0.052
135 O -6.09 4.55 1.69  -0.048
136 C -7.10 -0.81 -0.92  -0.137
137 O 5.50 -0.96 -0.53  -0.077
138 H -8.38 0.96 -0.69  0.113
139 H -1.83 -1.01 4.79  0.088
140 H -9.18 -0.63 -0.33  0.130
141 O -10.48 -0.46 5.37  -0.052
142 H 11.62 -2.19 4.57  0.081
143 H -6.15 4.68 -0.99  0.067
144 H -6.73 -2.49 0.90  0.102
145 C -7.05 5.24 0.90  -0.489
146 H -6.28 0.23 2.49  0.146
147 H -13.98 1.56 10.52  0.083
148 C 6.88 -0.81 -0.85  -0.484
149 C 9.91 -2.41 3.26  -0.504
150 C 11.13 -3.08 -9.25  -0.064
151 H -7.31 6.15 1.43  0.146
152 C -14.32 1.51 9.48  -0.061

Calculated values
* E_HOMO: -11.07 eV
* total charge: +1
* LUMO level: -5.6 eV

=====

[3]
Below is 9 unconnected molecules or ions with the total composition C38H104B2F8N7O12, with properties calculated with ωB97M-V with the def2-TZVPD basis set.

Each line ends with the Löwdin charge.
Cartesian coordinates (Å):
1 H -6.38 1.32 5.19  0.143
2 H -4.03 -2.65 0.39  0.166
3 H 1.56 5.55 -3.69  0.152
4 H 8.91 -0.85 3.49  0.195
5 F 1.51 1.06 1.04  0.022
6 H 0.82 -3.86 -0.05  0.149
7 H 0.02 -2.01 -2.81  0.058
8 H 0.05 0.29 -3.73  0.131
9 H -0.25 3.50 2.52  0.169
10 C -1.03 -0.73 6.35  -0.192
11 O -2.93 -4.68 0.67  -0.193
12 H -4.36 3.49 3.57  0.075
13 H -3.73 -1.90 -1.02  0.090
14 O -1.39 6.29 0.26  -0.188
15 C -0.52 5.36 0.80  -0.227
16 N -0.23 3.07 1.59  0.235
17 H -4.34 2.20 -2.32  0.091
18 H 8.50 -0.34 1.86  0.150
19 H -3.02 0.06 0.09  0.133
20 H 5.34 0.75 -0.37  0.096
21 H 2.04 -3.27 -0.95  0.156
22 C -6.55 0.19 -1.37  -0.045
23 C 6.87 -0.52 3.24  -0.082
24 H -0.99 -1.81 6.41  0.134
25 C -0.12 -4.88 3.16  -0.058
26 C 1.63 -5.44 -2.23  -0.215
27 H -4.89 -5.18 -0.03  0.094
28 H -4.54 4.52 -3.46  0.148
29 N 8.23 -0.84 2.72  0.086
30 C -3.11 6.02 -3.22  -0.031
31 C -3.94 -5.60 0.36  -0.102
32 H -1.52 7.17 -2.59  0.177
33 H 3.94 0.21 0.55  0.069
34 H 1.26 -0.06 5.18  0.114
35 B -2.97 -1.19 -3.46  -0.956
36 H -3.09 4.14 -4.26  0.117
37 C -2.07 -2.61 0.02  -0.054
38 H 0.38 5.42 0.20  0.120
39 C 8.76 -1.38 -1.08  -0.035
40 H 6.66 1.05 1.73  0.144
41 H -1.80 -2.65 1.09  0.129
42 H 6.94 0.23 4.02  0.135
43 F -0.26 1.18 -0.49  0.117
44 O 0.47 -3.99 2.20  -0.196
45 H 7.22 -2.49 1.82  0.110
46 C 0.71 5.64 -2.99  -0.160
47 C 6.06 0.23 2.16  -0.184
48 C -3.29 2.40 -2.51  -0.037
49 H 2.26 -3.79 3.09  0.134
50 O 0.29 -4.97 -2.26  -0.222
51 H 0.14 7.70 0.03  0.092
52 H -1.16 -4.59 3.32  0.092
53 O -0.84 -0.29 5.01  -0.185
54 H -0.79 -6.38 -3.54  0.103
55 H 4.62 -0.83 -0.60  0.083
56 H 4.10 -0.77 -6.99  0.105
57 H 1.67 -6.48 -2.60  0.152
58 C 8.22 -2.30 2.21  -0.060
59 C -3.60 -0.71 0.60  -0.089
60 F -3.58 -0.19 -4.23  0.134
61 O -2.96 3.82 -2.24  -0.179
62 H -5.75 -0.16 4.38  0.142
63 C -2.37 -0.19 6.80  -0.087
64 H 3.23 -5.52 -0.73  0.147
65 H -0.55 6.55 -4.55  0.161
66 C -2.51 3.89 1.03  -0.008
67 C -5.16 2.85 3.90  -0.091
68 H -0.89 3.62 -0.38  0.111
69 N -3.44 -0.35 5.73  0.073
70 H -3.59 -1.33 5.52  0.179
71 H 0.51 -0.49 3.56  0.073
72 H -2.98 0.04 4.91  0.145
73 O 5.73 -0.69 1.11  -0.195
74 H -5.96 2.75 3.13  0.107
75 H -2.32 0.89 6.96  0.143
76 C -0.35 -5.40 -3.53  -0.016
77 O 0.57 4.57 -2.04  -0.205
78 H -1.41 -1.96 -0.52  0.105
79 C 0.66 -0.46 -4.22  -0.250
80 C 9.28 -2.30 1.10  -0.178
81 C 4.90 -0.09 0.14  -0.089
82 H 9.25 -3.22 0.54  0.136
83 C -4.71 0.38 6.22  -0.046
84 H -3.08 3.17 0.50  0.069
85 H 0.36 -4.76 4.13  0.096
86 H -4.36 1.29 6.71  0.140
87 H -5.71 3.33 4.69  0.096
88 H -2.83 -4.14 -1.35  0.120
89 C 0.94 3.34 -2.53  -0.095
90 H 5.24 0.73 2.64  0.124
91 O 8.97 -1.16 0.34  -0.227
92 H -0.13 -5.91 2.81  0.102
93 F -1.88 -0.59 -2.61  0.006
94 H 0.34 3.01 -3.39  0.093
95 H 3.53 -3.68 0.84  0.138
96 H -2.70 -0.68 7.73  0.160
97 N -3.42 -1.99 -0.08  0.055
98 H 6.39 -1.42 3.62  0.140
99 H 7.95 -2.15 -1.28  0.112
100 C -5.08 -0.35 0.37  -0.192
101 H 0.78 3.07 1.37  0.161
102 H -5.71 -1.17 0.72  0.131
103 H 0.66 -1.62 4.94  0.084
104 H -1.45 8.36 0.03  0.096
105 O -4.66 1.56 4.14  -0.217
106 F -2.11 -2.05 -4.37  -0.003
107 H 0.91 2.65 -1.70  0.077
108 H -0.38 -0.04 -6.04  0.169
109 H -5.28 0.53 1.00  0.134
110 C 0.92 -1.63 -3.28  -0.037
111 H -0.90 4.82 -4.18  0.131
112 H 2.69 0.29 -3.85  0.137
113 H -1.10 -4.67 -3.76  0.073
114 C -0.84 7.60 0.47  -0.036
115 N -1.62 6.18 -2.81  0.065
116 C -1.08 3.95 0.63  -0.263
117 H -3.80 -6.32 -0.41  0.087
118 C 1.96 0.20 -4.66  -0.222
119 H -3.33 -0.95 1.62  0.131
120 H 0.61 -1.34 -6.13  0.155
121 H -5.20 -0.29 6.93  0.155
122 C -2.25 -4.09 -0.45  -0.139
123 H -1.52 5.69 -1.92  0.122
124 H -3.02 4.87 0.88  0.119
125 H 8.47 -0.46 -1.54  0.084
126 H 1.69 -5.99 -0.10  0.148
127 H -7.27 -0.34 -0.76  0.088
128 O -5.19 -0.18 -1.04  -0.190
129 H -1.36 -4.64 -0.72  0.099
130 H 1.72 1.23 -4.95  0.121
131 C -0.57 5.78 -3.77  -0.088
132 F 0.92 -0.85 -0.24  0.057
133 H 3.85 0.94 -6.60  0.093
134 H -0.29 5.56 1.85  0.146
135 H 1.52 -1.27 -2.44  0.068
136 H -3.21 2.07 -3.53  0.079
137 H 10.32 -2.25 1.44  0.146
138 H 2.34 -4.88 -2.89  0.138
139 H 1.94 3.39 -2.96  0.096
140 C 2.47 -3.51 0.98  -0.065
141 H 0.89 6.60 -2.44  0.148
142 H 2.07 -5.32 2.17  0.138
143 H -0.42 2.09 1.66  0.106
144 H -4.23 -6.05 1.32  0.112
145 H -2.71 1.76 -1.85  0.070
146 H 2.23 -2.45 1.04  0.121
147 H -3.32 6.56 -4.13  0.149
148 C 1.83 -4.24 2.19  -0.218
149 N -0.07 -0.87 -5.55  0.262
150 C -5.47 0.74 4.97  -0.194
151 F -3.84 -2.01 -2.66  0.100
152 H 0.35 -5.22 -4.34  0.093
153 H -3.70 6.43 -2.40  0.143
154 H 4.55 -0.20 -5.44  0.094
155 C -3.46 4.55 -3.34  -0.229
156 H 9.68 -1.67 -1.54  0.094
157 H -0.89 -1.47 -5.34  0.118
158 C 2.17 -5.32 -0.83  -0.077
159 H 8.34 -3.08 2.97  0.145
160 B 0.37 0.32 0.43  -1.082
161 H -0.81 7.89 1.49  0.097
162 O 2.48 -0.45 -5.77  -0.195
163 H -0.33 -0.30 7.09  0.153
164 H -6.67 -0.03 -2.40  0.094
165 N 1.81 -3.99 -0.27  0.051
166 F -0.50 -0.19 1.48  0.057
167 C 0.45 -0.60 4.63  -0.112
168 H -2.54 3.50 2.04  0.074
169 H 1.47 -2.46 -3.76  0.100
170 H -6.77 1.24 -1.14  0.100
171 C 3.79 -0.06 -6.22  -0.046

Calculated values
* E_HOMO: -19.03 eV
* total charge: +5
* LUMO level: -9.1 eV

=====

Number 1: energy -68211.2398 eV, strongest force on any atom 0.0680 hartree/bohr. Number 2: energy -68011.3908 eV, strongest force on any atom 0.0643 hartree/bohr. Number 3: energy -99147.3601 eV, strongest force on any atom 0.0628 hartree/bohr.